No. 1
{
  "formula": "C7H10F2",
  "method": "ωB97M-V/def2-TZVPD",
  "charge": 0,
  "orbital_gap_ev": 9.9,
  "e_lumo_ev": 1.0,
  "e_tot_ha": -472.3413,
  "fmax_ev_per_a": 4.655,
  "relative_energy_ev": 2.7153,
  "homo_energy_ev": -9.0,
  "symbols": ["C", "C", "C", "C", "C", "C", "C", "F", "F", "H", "H", "H", "H", "H", "H", "H", "H", "H", "H"],
  "coordinates": [[-0.25499, -0.09394, -0.08392], [0.52026, 0.93427, -0.19005], [0.37861, -1.43602, 0.32037], [1.90264, -1.48541, 0.23765], [2.41597, -0.04106, -0.03571], [-1.75485, -0.29248, -0.25038], [0.37772, 2.45181, -0.28409], [3.12752, 0.69534, 0.92875], [3.15294, -0.13676, -1.10481], [0.14325, -1.52055, 1.31604], [-0.05814, -2.34416, -0.03459], [2.54124, -1.90718, 1.13732], [2.21194, -1.93683, -0.70052], [-2.11471, 0.64584, -0.78310], [-2.25013, -0.31310, 0.71156], [-1.84070, -1.20173, -0.82147], [1.07089, 2.81338, 0.43114], [-0.58051, 2.80497, 0.06624], [0.57129, 2.85521, -1.28641]]
}


No. 2
{
  "formula": "C28H19N5O6RhS",
  "method": "ωB97M-V/def2-TZVPD",
  "charge": 1,
  "orbital_gap_ev": 4.9,
  "e_lumo_ev": -5.5,
  "e_tot_ha": -2312.0849,
  "fmax_ev_per_a": 0.919,
  "relative_energy_ev": 1.4759,
  "homo_energy_ev": -10.4,
  "symbols": ["Rh", "O", "C", "O", "C", "C", "C", "N", "C", "C", "C", "C", "C", "C", "C", "N", "C", "C", "C", "C", "C", "N", "H", "H", "H", "H", "H", "H", "H", "H", "H", "H", "O", "C", "O", "C", "C", "C", "C", "C", "C", "N", "O", "O", "H", "H", "H", "H", "S", "C", "N", "C", "C", "C", "C", "H", "H", "H", "H", "H"],
  "coordinates": [[0.12607, 0.23678, 1.50531], [-3.31869, 5.77136, -0.30364], [-3.69653, 4.63387, -0.60307], [-4.64422, 4.17495, -1.25136], [-2.73740, 3.52041, -0.07400], [-3.03406, 2.17676, -0.32587], [-2.16422, 1.21361, 0.12836], [-1.06158, 1.58703, 0.79515], [-0.77498, 2.85652, 1.10921], [-1.60657, 3.86471, 0.66598], [0.42563, 2.99304, 1.99372], [0.91119, 4.21429, 2.40881], [2.00649, 4.25236, 3.26418], [2.58660, 3.06297, 3.67339], [2.06268, 1.86624, 3.21287], [1.00619, 1.82768, 2.40982], [-2.29754, -0.26468, -0.00649], [-3.32105, -0.87351, -0.70214], [-3.37468, -2.25993, -0.74442], [-2.42002, -3.00468, -0.06601], [-1.41727, -2.33467, 0.60907], [-1.34353, -1.00173, 0.62600], [-3.95009, 1.97752, -0.87015], [-1.45649, 4.91952, 0.86049], [0.43903, 5.12352, 2.06641], [2.39971, 5.20215, 3.59959], [3.44281, 3.04941, 4.33149], [2.49946, 0.91347, 3.47465], [-4.06359, -0.27401, -1.21001], [-4.16304, -2.75242, -1.29765], [-2.45094, -4.08427, -0.05871], [-0.64938, -2.85723, 1.16568], [3.04421, 0.24457, -1.32331], [1.87981, 0.23529, -1.01682], [1.55042, 0.62763, 0.21836], [0.82468, -0.23055, -1.96070], [1.02220, -1.43052, -2.64425], [0.02627, -1.92317, -3.46514], [-1.13764, -1.18240, -3.60855], [-1.30652, 0.05977, -3.03515], [-0.30715, 0.53249, -2.19555], [-2.24445, -1.75020, -4.40904], [-3.27966, -1.11967, -4.44843], [-2.04021, -2.80314, -4.97357], [1.96023, -1.95871, -2.52498], [0.13116, -2.85880, -3.99508], [-2.19739, 0.63481, -3.24433], [-0.36388, 1.51494, -1.76092], [1.39743, -1.31227, 2.76214], [2.36780, -2.33791, 1.77661], [3.47998, -2.83674, 2.36683], [4.33643, -3.70139, 1.78312], [4.11352, -4.11769, 0.50308], [2.98547, -3.62007, -0.15883], [2.12533, -2.74521, 0.46562], [3.67523, -2.52608, 3.31113], [5.17524, -4.01855, 2.38467], [4.79640, -4.80577, 0.02975], [2.77519, -3.92707, -1.17489], [1.24993, -2.37464, -0.04845]]
}


No. 3
{
  "formula": "C2H2BrNO2",
  "method": "ωB97M-V/def2-TZVPD",
  "charge": 0,
  "orbital_gap_ev": 8.8,
  "e_lumo_ev": -1.3,
  "e_tot_ha": -2856.4474,
  "smiles": "C#C[N+](=O)[O-].Br",
  "fmax_ev_per_a": 4.072,
  "relative_energy_ev": 5.4416,
  "homo_energy_ev": -10.1,
  "symbols": ["C", "C", "N", "O", "O", "Br", "H", "H"],
  "coordinates": [[-2.40136, 0.53561, 0.24734], [-1.30601, 0.04493, 0.04187], [0.03558, -0.18660, -0.10538], [0.45420, -0.18559, -1.22370], [0.69667, -0.28258, 0.90795], [3.53764, -0.51002, 0.21951], [2.37577, -0.34485, -0.59754], [-3.39249, 0.92909, 0.50995]]
}


No. 4
{
  "formula": "C4H8O4",
  "method": "ωB97M-V/def2-TZVPD",
  "charge": 0,
  "orbital_gap_ev": 11.0,
  "e_lumo_ev": 0.5,
  "e_tot_ha": -458.1966,
  "smiles": "CC(=O)O.CC(=O)O",
  "fmax_ev_per_a": 1.817,
  "relative_energy_ev": 0.9937,
  "homo_energy_ev": -10.5,
  "symbols": ["O", "O", "C", "C", "H", "H", "H", "H", "O", "O", "C", "C", "H", "H", "H", "H"],
  "coordinates": [[1.07504, 0.02812, 2.15696], [0.23305, 1.94448, 1.26811], [0.51565, 0.62420, 1.25920], [0.00000, 0.00000, 0.00000], [0.23168, 2.31823, 2.19132], [-0.30771, 0.77288, -0.72428], [-0.90164, -0.52294, 0.36080], [0.64641, -0.72910, -0.51688], [-3.12514, 1.84674, -0.27173], [-3.33418, 3.99940, 0.54989], [-3.21688, 2.62118, 0.65674], [-3.37964, 2.08400, 2.08574], [-3.10807, 4.34176, -0.35767], [-4.10766, 1.27494, 2.26467], [-3.67787, 2.96357, 2.68074], [-2.38733, 1.74673, 2.42949]]
}


No. 5
{
  "formula": "C20H22BrN4O4PtS2Sb",
  "method": "ωB97M-V/def2-TZVPD",
  "charge": 2,
  "orbital_gap_ev": 6.7,
  "e_lumo_ev": -6.2,
  "e_tot_ha": -5024.7474,
  "fmax_ev_per_a": 1.344,
  "relative_energy_ev": 0.6229,
  "homo_energy_ev": -12.8,
  "symbols": ["Pt", "O", "S", "O", "O", "O", "N", "C", "C", "C", "C", "C", "C", "S", "N", "C", "C", "C", "C", "C", "C", "N", "H", "H", "H", "H", "H", "H", "H", "H", "H", "Br", "C", "C", "C", "C", "C", "N", "H", "H", "H", "H", "C", "Sb", "C", "C", "H", "H", "H", "H", "H", "H", "H", "H", "H"],
  "coordinates": [[0.68624, 0.57964, 0.75718], [4.62453, -0.45712, 0.26815], [3.20962, -0.54765, 0.21398], [2.47187, -1.16171, 1.27726], [2.55850, 0.80285, -0.04964], [2.86917, -1.36714, -1.11812], [-2.97307, 1.77328, 2.27992], [-3.75854, 0.70845, 2.78860], [-5.08643, 0.93231, 3.10754], [-5.86411, -0.10609, 3.59742], [-5.31555, -1.36948, 3.75041], [-3.98793, -1.59492, 3.41521], [-3.20538, -0.55206, 2.94640], [-1.49384, -0.85867, 2.64883], [-1.08388, 0.51637, 1.71605], [-1.76380, 1.62334, 1.72318], [-1.08193, 2.78045, 1.11083], [-1.59190, 4.06065, 1.02878], [-0.80352, 5.07448, 0.50072], [0.47863, 4.77941, 0.07473], [0.93291, 3.47543, 0.17549], [0.16587, 2.50727, 0.67262], [-3.41151, 2.67739, 2.24508], [-5.51462, 1.91919, 2.97609], [-6.89793, 0.07601, 3.85410], [-5.91569, -2.18383, 4.13068], [-3.55930, -2.58194, 3.53652], [-2.59084, 4.28885, 1.37146], [-1.18868, 6.08249, 0.43379], [1.13075, 5.54184, -0.32535], [1.92662, 3.17802, -0.12953], [-1.29262, -0.18123, -1.97262], [-0.67882, -1.80082, -1.18312], [-1.01451, -2.98410, -1.81927], [-0.60084, -4.16703, -1.22997], [0.11373, -4.11348, -0.04345], [0.39928, -2.87939, 0.50666], [0.01303, -1.72454, -0.05594], [-1.59407, -2.97158, -2.73018], [-0.84656, -5.11641, -1.68682], [0.44439, -5.01233, 0.45652], [0.95202, -2.79381, 1.42903], [4.03489, -2.49525, -3.73841], [3.66440, -0.67935, -2.77006], [5.39037, 0.45280, -2.40646], [2.13128, 0.45104, -3.64132], [4.54421, -2.30497, -4.68146], [3.08473, -2.99463, -3.91638], [4.66188, -3.10365, -3.08929], [5.79219, 0.71106, -3.38697], [6.09556, -0.14514, -1.83668], [5.12024, 1.34578, -1.84921], [1.75083, -0.06869, -4.51797], [2.52640, 1.42636, -3.91695], [1.34171, 0.55224, -2.89804]]
}


No. 6
{
  "formula": "C28H51ClN2O9P3",
  "method": "ωB97M-V/def2-TZVPD",
  "charge": 1,
  "orbital_gap_ev": 7.1,
  "e_lumo_ev": -4.3,
  "e_tot_ha": -3367.6727,
  "fmax_ev_per_a": 8.327,
  "homo_energy_ev": -11.4,
  "symbols": ["C", "O", "C", "C", "C", "C", "C", "C", "C", "C", "C", "O", "C", "P", "O", "O", "O", "C", "C", "C", "N", "C", "C", "C", "C", "O", "N", "Cl", "P", "C", "C", "C", "P", "C", "O", "H", "H", "H", "H", "H", "H", "H", "H", "H", "H", "H", "H", "H", "H", "H", "H", "H", "H", "H", "H", "H", "H", "H", "H", "H", "H", "H", "H", "H", "H", "H", "H", "H", "H", "H", "H", "H", "H", "H", "H", "H", "H", "H", "H", "H", "H", "H", "C", "C", "C", "O", "C", "C", "C", "O", "H", "H", "H", "H"],
  "coordinates": [[8.61969, -0.30289, 0.37400], [8.22800, -1.37113, -0.57406], [8.70074, -2.69531, -0.10159], [7.80385, -3.85067, -0.87463], [6.43314, -4.23919, -0.02776], [5.17666, -3.98371, -1.09846], [3.69939, -4.25337, -0.43635], [3.52861, -3.67797, 1.09444], [1.92144, -3.46916, 1.36629], [1.53778, -1.90867, 1.83333], [0.45001, -1.29293, 0.71906], [-0.92173, -1.66268, 0.99754], [-1.77501, -0.61523, 1.54146], [-1.45347, -0.63409, 3.39786], [-2.69309, -0.17036, 4.32137], [-1.33078, -2.36636, 3.81404], [-0.00510, 0.06468, 4.01038], [-1.78332, 0.84789, 0.71863], [-1.81824, 1.98287, 1.86755], [-2.06938, 3.55248, 1.51095], [-3.11650, 4.34193, 2.00775], [-3.22758, 0.73950, -0.12502], [-4.55383, 1.27305, 0.64512], [-5.07366, 0.43960, 1.94362], [-6.72699, 0.69034, 2.02250], [-7.08924, 2.12123, 2.00442], [-0.61865, 0.89884, -0.28598], [-0.92720, -0.12271, -1.70626], [-0.21488, 2.39054, -1.09941], [-1.63699, 3.45345, -1.77090], [0.67655, 2.08682, -2.81824], [0.57585, 0.32565, 0.50915], [2.30647, 0.76431, -0.16230], [3.13827, -0.68325, -1.10009], [3.39790, 1.05142, 1.21077], [7.65787, 0.34648, 0.59546], [9.02227, -0.74569, 1.38788], [9.45209, 0.41051, -0.05068], [9.83008, -2.83423, -0.39033], [8.56354, -2.85439, 1.05152], [7.56281, -3.41838, -1.95968], [8.45791, -4.81437, -1.04777], [6.49164, -5.38570, 0.23343], [6.31446, -3.54885, 0.91208], [5.22115, -2.89437, -1.56443], [5.28411, -4.73183, -2.01247], [2.87181, -3.85160, -1.19326], [3.52869, -5.42926, -0.36358], [3.94511, -4.47412, 1.84730], [4.16983, -2.69109, 1.26122], [1.28553, -3.84510, 0.45939], [1.64872, -4.19538, 2.27381], [1.08435, -2.02011, 2.90413], [2.55698, -1.33438, 1.84004], [0.75897, -1.86677, -0.28330], [-2.85990, -1.12417, 1.47567], [-2.29191, -2.67799, 3.96802], [0.45256, -0.58685, 4.62981], [-0.85057, 2.03348, 2.56828], [-2.71258, 1.77527, 2.63490], [-1.28232, 4.18678, 0.87467], [-3.69643, 3.72370, 2.64103], [-3.22296, 1.33002, -1.13997], [-3.45822, -0.38523, -0.45837], [-4.54774, 2.41542, 0.94878], [-5.43903, 1.19632, -0.15670], [-4.97080, -0.74562, 1.84862], [-4.66101, 0.85847, 2.95891], [-7.22034, 0.06675, 1.14680], [-7.07176, 0.16413, 3.02456], [-7.20919, 2.34425, 1.01890], [-2.64633, 3.42073, -1.19219], [-1.91238, 3.26365, -2.91712], [-1.25864, 4.58588, -1.74602], [1.34195, 3.04686, -2.98097], [-0.10271, 2.00852, -3.70281], [1.33863, 1.13100, -2.83046], [0.63083, 0.77616, 1.61423], [3.87020, -0.17797, -1.89699], [3.81682, -1.36104, -0.43006], [2.33347, -1.25346, -1.73071], [3.40782, 2.02739, 1.43913], [-5.18238, 4.11261, -3.24498], [-5.80948, 3.46120, -2.26073], [-6.89448, 2.50191, -2.54667], [-7.47035, 1.90674, -1.64631], [-7.25831, 2.28926, -3.96166], [-6.63120, 2.94066, -4.94591], [-5.54621, 3.89996, -4.65998], [-4.97034, 4.49512, -5.56034], [-4.38505, 4.82004, -3.05252], [-5.55374, 3.60567, -1.21788], [-8.05564, 1.58182, -4.15413], [-6.88695, 2.79619, -5.98876]]
}


No. 7
{
  "formula": "C4H10NOS",
  "method": "ωB97M-V/def2-TZVPD",
  "charge": -1,
  "orbital_gap_ev": [6.4, 6.4],
  "e_lumo_ev": [3.6, 3.6],
  "e_tot_ha": -686.5034,
  "fmax_ev_per_a": 5.335,
  "relative_energy_ev": 4.3869,
  "homo_energy_ev": [-2.8, -2.8],
  "symbols": ["C", "C", "C", "C", "N", "O", "S", "H", "H", "H", "H", "H", "H", "H", "H", "H", "H"],
  "coordinates": [[-1.21022, -1.19848, 0.19047], [0.01795, 0.86548, 0.87335], [0.08177, -0.08160, -1.47675], [0.09760, -0.37693, 0.03952], [1.31943, -1.16514, 0.43820], [1.73993, -2.02954, -0.38337], [3.18086, 0.70444, 0.32338], [-1.37453, -1.94697, -0.66279], [-1.24843, -1.80436, 1.08923], [-2.11403, -0.49221, 0.24408], [-0.54534, 1.61598, 0.35907], [1.07601, 1.30717, 1.13164], [-0.46181, 0.67983, 1.87506], [0.89843, 0.69592, -1.55875], [0.39253, -0.94005, -1.93240], [-0.86949, 0.31135, -1.60009], [3.46465, 0.56999, 1.70516]]
}


No. 8
{
  "formula": "C6H4N2O5",
  "method": "ωB97M-V/def2-TZVPD",
  "charge": 0,
  "orbital_gap_ev": [7.4, 7.4],
  "e_lumo_ev": [-2.2, -2.2],
  "e_tot_ha": -716.4155,
  "fmax_ev_per_a": 4.563,
  "relative_energy_ev": 4.9247,
  "homo_energy_ev": [-9.6, -9.6],
  "symbols": ["C", "C", "C", "C", "C", "C", "N", "N", "O", "O", "O", "O", "O", "H", "H", "H", "H"],
  "coordinates": [[-1.95127, 0.61803, -0.20334], [-1.59995, -0.59155, -0.87126], [-1.22387, 0.98140, 0.88621], [-0.01252, 0.51169, 1.28520], [-0.38620, -1.11678, -1.06095], [0.74447, -0.15860, 0.30058], [1.88527, -1.02485, 0.73196], [1.22205, 0.76405, -0.74029], [0.32641, -1.90720, -1.55987], [2.02754, -1.06065, 1.90510], [2.43905, -1.65708, -0.11327], [2.36466, 0.83105, -1.06700], [0.33696, 1.52473, -1.13377], [-2.75757, 1.18813, -0.58146], [-2.27126, -1.02088, -1.62095], [-1.65694, 1.67230, 1.58842], [0.51316, 0.44622, 2.25471]]
}